This record from the Open Molecules 2025 dataset describes one molecule with the formula C21H24N4O4. The level of theory is the ωB97M-V functional and the def2-TZVPD basis.

```
53
Properties=species:S:1:pos:R:3:mulliken_charge:R:1
C 4.97191 3.79822 -1.54338 -1.117
C 3.90692 3.52327 -2.59602 -0.254
H 3.38752 4.44115 -2.88077 0.311
H 4.36238 3.06279 -3.47902 0.313
O 2.88733 2.65947 -2.09883 -0.359
C 3.15150 1.33915 -2.12580 0.398
O 4.18501 0.87884 -2.54925 -0.631
C 2.04008 0.53205 -1.58939 0.070
C 2.17320 -0.85532 -1.53433 -1.641
C 1.16864 -1.63234 -1.00727 -0.199
C -0.01592 -1.06878 -0.51177 1.265
C -0.17445 0.32938 -0.64401 -0.438
C 0.85337 1.10725 -1.14810 -0.549
H 0.72484 2.17706 -1.22426 0.529
N -1.36546 0.98866 -0.27251 -0.002
C -2.63187 0.58158 -0.60996 0.525
O -2.88492 -0.45705 -1.17736 -0.602
C -3.69274 1.54480 -0.19522 0.414
C -3.60048 2.36600 0.92555 -0.235
C -4.65777 3.20884 1.22422 -0.650
C -5.76843 3.19580 0.39230 -0.261
N -5.87130 2.41209 -0.66764 -0.603
C -4.86619 1.60809 -0.94893 -0.399
H -4.97960 0.97401 -1.81775 0.465
H -6.61923 3.83556 0.58529 0.363
H -4.62418 3.85534 2.08742 0.385
H -2.73308 2.33350 1.57154 0.450
H -1.24856 1.97382 -0.07660 0.363
N -1.00991 -1.82654 0.07688 0.290
C -1.13230 -3.24265 -0.18537 -0.866
H -2.19682 -3.45344 -0.33787 0.375
C -0.60039 -4.06583 1.00994 -0.878
N 0.30034 -3.24757 1.79611 0.138
C 1.62536 -3.54304 1.81074 1.139
O 2.06374 -4.50632 1.21301 -0.667
C 2.51912 -2.62500 2.61479 -1.395
H 3.51209 -3.06524 2.64005 0.365
H 2.15249 -2.50541 3.63124 0.372
H 2.58593 -1.65016 2.13404 0.310
C -0.32319 -2.09164 2.39913 -1.142
H 0.43048 -1.32635 2.58223 0.563
C -1.39565 -1.52766 1.43217 -0.629
H -2.36906 -1.99046 1.61382 0.417
H -1.49381 -0.45426 1.58670 0.253
H -0.78599 -2.36404 3.35779 0.273
H -0.04204 -4.94006 0.67434 0.413
H -1.42388 -4.39405 1.65253 0.349
H -0.61101 -3.48682 -1.10816 0.522
H 1.32667 -2.69622 -0.92939 0.411
H 3.09018 -1.30282 -1.88464 0.481
H 4.51814 4.21220 -0.64574 0.295
H 5.69683 4.50606 -1.93486 0.385
H 5.48417 2.87410 -1.28759 0.314
```

The value obtained for the HOMO-LUMO gap is 8.191 eV. The value obtained for the relative energy (zero: lowest compared OMol25 entry of this formula, charge and spin) is 35.4 kcal/mol. As for the HOMO energy: -8.0 eV. The calculation puts the molecular weight at 396.45 g mol⁻¹. The structure (SMILES) is CCOC(=O)c1ccc(N2CCN(C(C)=O)CC2)c(NC(=O)c2cccnc2)c1. Its largest force on an atom is 0.6 eV/Å.